# 1
ORCA calculation (wB97M-V/def2-TZVPD) on a 3-piece molecular cluster, CH9NO2 overall at a distorted geometry.

Relative energy (zero: lowest compared OMol25 entry of this formula, charge and spin)   0.0 kJ/mol
SMILES   CN.O.O

XYZ file:
```
13
CH9NO2 | OMol25 | wB97M-V/def2-TZVPD
C 0.1122 -1.5300 1.0905
N 0.4732 -1.4216 -0.3270
H -0.9629 -1.4023 1.2173
H 0.3924 -2.4746 1.5576
H 0.5351 -0.6865 1.6372
H 1.4508 -1.6122 -0.4812
H -0.1873 -1.9197 -0.9067
O -0.2490 0.6927 -1.5527
H 0.1142 -0.1280 -0.9475
H 0.5492 0.9723 -2.0133
O -0.4262 1.9907 0.9772
H -0.5320 1.5460 0.1159
H 0.1333 2.7532 0.8268
```

=====

# 2
ORCA calculation (wB97M-V/def2-TZVPD) on C2H5N2S as an isolated structure at a distorted geometry.

Total charge   +1
Relative energy (zero: lowest compared OMol25 entry of this formula, charge and spin)   126.3 kJ/mol

XYZ file:
```
10
C2H5N2S | OMol25 | wB97M-V/def2-TZVPD
C 0.1171 -0.9628 -0.4314
C -0.2765 1.1829 0.1436
N 0.6533 -1.0213 0.7457
N -0.4386 0.1487 -0.7791
S 0.5459 0.4967 1.6013
H 0.1653 -1.8727 -1.0103
H 0.2813 2.0766 -0.3085
H -1.5922 1.2234 0.5328
H 1.1594 -1.6824 1.2768
H -0.6149 0.4109 -1.7708
```

=====

# 3
ORCA calculation (wB97M-V/def2-TZVPD) on C20H16AuClN8O5 as an isolated structure.

XYZ file:
```
51
C20H16AuClN8O5 | OMol25 | wB97M-V/def2-TZVPD
Au 0.0940 -3.3298 0.4806
C -4.5971 -1.1270 -0.6174
N -3.6960 -2.0083 0.0990
C -2.6547 -2.6678 -0.3854
N -1.9331 -3.1319 0.6231
C -2.5918 -2.6902 1.7379
N -3.6701 -2.0138 1.4509
C -4.1869 0.3232 -0.4758
C -5.1794 1.2781 -0.3100
C -4.8500 2.6216 -0.2011
C -3.5272 3.0154 -0.2528
C -2.5225 2.0608 -0.4145
C -2.8523 0.7153 -0.5221
C -1.1432 2.5522 -0.4767
N -0.7906 3.7911 -0.4347
N 0.5854 3.8138 -0.5469
C 0.9670 2.5871 -0.6488
O -0.0780 1.7195 -0.6109
C 2.3535 2.1413 -0.8121
C 3.3392 3.1289 -0.8135
C 4.6651 2.7788 -0.9776
C 5.0165 1.4465 -1.1412
C 4.0422 0.4590 -1.1457
C 4.4716 -0.9774 -1.3549
N 3.7272 -1.8856 -0.5045
C 2.6438 -2.5803 -0.8162
N 2.1098 -3.0647 0.2945
C 2.9248 -2.5983 1.2895
N 3.9199 -1.8878 0.8339
C 2.7056 0.8070 -0.9744
H -5.6006 -1.2768 -0.2254
H -4.5852 -1.4415 -1.6625
H -2.4391 -2.7888 -1.4331
H -2.2350 -2.8541 2.7409
H -6.2160 0.9689 -0.2501
H -5.6287 3.3592 -0.0617
H -3.2489 4.0557 -0.1627
H -2.0588 -0.0181 -0.6097
H 3.0451 4.1598 -0.6773
H 5.4314 3.5420 -0.9648
H 6.0588 1.1716 -1.2507
H 5.5296 -1.0931 -1.1301
H 4.3017 -1.2954 -2.3851
H 2.2661 -2.7115 -1.8156
H 2.7402 -2.7710 2.3365
H 1.9330 0.0476 -0.9336
O -0.8504 -0.8283 4.0082
Cl 0.2835 -1.2485 3.2361
O 1.5120 -0.7877 3.8166
O 0.1644 -0.7529 1.8729
O 0.3041 -2.7139 3.1792
```

=====

# 4
ORCA calculation (wB97M-V/def2-TZVPD) on C18H20MgN2O3S3 as an isolated structure.

Relative energy (zero: lowest compared OMol25 entry of this formula, charge and spin)   0.0 kJ/mol

XYZ file:
```
47
C18H20MgN2O3S3 | OMol25 | wB97M-V/def2-TZVPD
Mg -0.7374 -0.2529 0.0622
O -0.9901 0.5077 1.8525
N -1.1394 1.8174 2.0050
C -1.2071 2.2709 3.2779
C -1.3696 3.5940 3.5617
C -1.4680 4.4962 2.4974
C -1.3968 4.0264 1.2129
C -1.2264 2.6543 0.9298
S -1.1402 2.0710 -0.6693
H -1.1217 1.4851 4.0123
H -1.4190 3.9130 4.5921
H -1.5984 5.5538 2.6831
H -1.4689 4.6924 0.3662
S 1.7977 0.0355 -0.5803
C 2.6116 -1.4071 -0.3512
N 2.0984 -2.6006 -0.1051
C 3.0258 -3.6442 0.3017
C 4.3604 -3.2782 -0.3358
S 4.3593 -1.4602 -0.3803
H 1.0821 -2.7014 -0.0088
H 2.6720 -4.6156 -0.0424
H 3.1037 -3.6666 1.3925
H 4.4372 -3.6572 -1.3538
H 5.2051 -3.6369 0.2460
C -4.4005 -7.5442 -0.8752
C -3.7121 -6.2178 -0.6957
C -4.3082 -5.1969 0.0295
C -3.7088 -3.9510 0.1715
C -4.4096 -2.8689 0.9495
C -2.4540 -3.7471 -0.4136
C -1.8215 -4.7660 -1.1353
C -0.4686 -4.5708 -1.7679
C -2.4718 -5.9832 -1.2750
C -1.7994 -2.4142 -0.2739
O -2.4156 -1.3629 -0.5574
O -0.5934 -2.3265 0.1543
H -5.1791 -7.6888 -0.1272
H -3.6929 -8.3702 -0.7984
H -4.8700 -7.6060 -1.8593
H -5.2717 -5.3691 0.4970
H -5.2357 -3.2885 1.5229
H -4.8021 -2.1057 0.2786
H -3.7338 -2.3627 1.6391
H 0.3196 -4.6569 -1.0178
H -0.3683 -3.5909 -2.2347
H -0.2895 -5.3323 -2.5265
H -1.9951 -6.7708 -1.8496
```

=====

# 5
ORCA calculation (wB97M-V/def2-TZVPD) on a 2-piece molecular cluster, C5H7NOS overall at a distorted geometry.

Relative energy (zero: lowest compared OMol25 entry of this formula, charge and spin)   401.4 kJ/mol

XYZ file:
```
15
C5H7NOS | OMol25 | wB97M-V/def2-TZVPD
C 2.7971 0.8858 0.2739
C 0.3083 -0.3526 -0.0864
C -0.0491 0.9278 -0.2792
C -1.9375 -0.0889 -0.0927
C -0.9424 -1.0533 -0.0619
H 2.2549 1.6405 -0.3808
H 3.8296 0.7085 -0.0058
H 2.5199 1.2548 1.3170
H 0.4579 1.7940 -0.2024
H -3.7720 -0.9866 0.0124
H -3.9485 1.0086 0.6717
H -1.0805 -2.0613 -0.3152
N -3.2142 -0.1817 0.3673
O -1.3564 1.0934 -0.2499
S 2.0019 -0.7966 -0.0119
```

=====

# 6
ORCA calculation (wB97M-V/def2-TZVPD) on C4H6O4Tl as an isolated structure at a distorted geometry.

Total charge   +1
Relative energy (zero: lowest compared OMol25 entry of this formula, charge and spin)   80.8 kJ/mol

XYZ file:
```
15
C4H6O4Tl | OMol25 | wB97M-V/def2-TZVPD
Tl 2.2308 7.1170 13.7426
C 6.5810 8.6893 14.3848
C 5.1246 8.1672 14.2702
O 4.2151 8.7932 14.8225
O 4.9894 7.1400 13.5706
H 6.6838 9.5455 13.7171
H 7.2784 7.9271 14.0602
H 6.7478 9.0428 15.3980
C 3.2572 8.9477 9.1496
C 2.6719 8.2649 10.3157
O 1.4526 8.1654 10.5049
O 3.3340 7.5677 11.1548
H 3.0501 10.0174 9.1663
H 2.7800 8.5519 8.2502
H 4.3263 8.7702 9.0328
```

=====

# 7
ORCA calculation (wB97M-V/def2-TZVPD) on a 7-piece molecular cluster, C44H86BF4N6O6 overall at a distorted geometry.

Total charge   +3

XYZ file:
```
147
C44H86BF4N6O6 | OMol25 | wB97M-V/def2-TZVPD
C 0.0911 -2.3191 2.1752
C 0.5405 -3.8340 2.1458
C -0.0831 -4.4266 3.4620
C 0.1217 -5.9487 3.5787
C -0.5081 -6.6898 2.4052
C -0.1564 -6.1797 0.9932
N -0.1105 -4.6698 1.0319
O -0.4507 -4.0058 -0.1872
C -1.4418 -6.5495 0.2070
C 1.1281 -6.7211 0.3077
C 2.0994 -3.9417 2.1835
H -0.9531 -2.0736 1.9817
H 0.5991 -1.8501 1.3324
H 0.4330 -1.8658 3.1056
H -1.1530 -4.2314 3.5349
H 0.3287 -4.0141 4.3831
H -0.2477 -6.2752 4.5508
H 1.1788 -6.2139 3.5587
H -1.5438 -6.8937 2.6768
H -0.0777 -7.6868 2.4998
H -1.1923 -6.2971 -0.8236
H -2.3470 -6.0008 0.4670
H -1.7405 -7.5971 0.2441
H 1.8524 -6.5794 1.1098
H 1.4923 -6.2019 -0.5788
H 1.0207 -7.7860 0.1013
H 2.6118 -3.5318 1.3132
H 2.4269 -4.9787 2.2565
H 2.3241 -3.5436 3.1730
C 8.1413 -1.4302 -1.8112
C 6.9219 -0.8179 -0.9972
C 6.5132 0.5502 -1.5836
C 5.1195 1.0743 -1.1863
C 3.9890 0.0574 -1.4510
C 4.2439 -1.3294 -0.8420
N 5.7363 -1.7544 -1.1746
O 6.0363 -3.1550 -1.0863
C 3.2842 -2.3334 -1.5422
C 3.9828 -1.2210 0.6713
C 7.3471 -0.7154 0.4935
H 8.4555 -2.4377 -1.5384
H 9.0236 -0.8048 -1.6753
H 7.9186 -1.3347 -2.8739
H 6.4353 0.4592 -2.6670
H 7.2749 1.3071 -1.3963
H 4.8707 1.9362 -1.8054
H 5.1223 1.3781 -0.1394
H 4.0277 -0.0857 -2.5309
H 3.0246 0.4646 -1.1472
H 3.6521 -2.4701 -2.5591
H 2.2764 -1.9201 -1.5012
H 3.0977 -3.2217 -0.9387
H 4.6192 -1.9526 1.1691
H 2.9294 -1.4186 0.8699
H 4.2010 -0.2402 1.0940
H 8.2324 -0.1266 0.7335
H 7.6693 -1.6597 0.9323
H 6.6258 -0.1720 1.1039
C -1.2352 2.7855 -4.1202
C -1.5841 4.1558 -3.4351
C -0.3649 4.5156 -2.5739
C -0.4331 5.9688 -2.0062
C -0.3808 6.9832 -3.1736
C -1.4833 6.7595 -4.2949
N -1.7655 5.2104 -4.5013
O -2.7877 4.9311 -5.4591
C -1.0225 7.4654 -5.5704
C -2.8762 7.3061 -3.8023
C -2.8653 4.1336 -2.4789
H -1.9840 2.4478 -4.8367
H -1.0778 2.0773 -3.3068
H -0.3348 2.8776 -4.7276
H 0.4464 4.4521 -3.2991
H -0.3019 3.7527 -1.7980
H 0.4537 6.0650 -1.3798
H -1.2926 6.0472 -1.3405
H 0.5520 7.0732 -3.7302
H -0.5222 7.9700 -2.7327
H -0.8722 8.5328 -5.4087
H -1.7419 7.4869 -6.3890
H -0.0684 7.0218 -5.8549
H -3.5804 7.4297 -4.6250
H -2.7585 8.3087 -3.3911
H -3.3340 6.8206 -2.9404
H -3.0454 5.0672 -1.9459
H -2.8048 3.5504 -1.5600
H -3.7640 3.9282 -3.0605
C -5.5913 -4.3468 -2.0900
C -4.8132 -3.0485 -1.5889
C -4.6830 -1.9598 -2.6961
C -4.3521 -0.5597 -2.3332
C -5.3430 -0.1470 -1.1878
C -5.3060 -1.1066 0.0634
N -5.5586 -2.5135 -0.4164
O -5.8639 -3.4287 0.5740
C -6.5275 -0.7134 0.9253
C -3.9637 -0.8780 0.8680
C -3.3755 -3.4146 -1.1978
H -5.2258 -4.8119 -3.0055
H -6.5296 -3.9946 -2.5185
H -5.6939 -5.2168 -1.4414
H -5.6044 -1.9551 -3.2783
H -3.9755 -2.2529 -3.4719
H -4.3128 0.1975 -3.1162
H -3.3205 -0.5011 -1.9861
H -6.3615 -0.2806 -1.5526
H -5.3227 0.9152 -0.9441
H -6.5255 -1.1500 1.9240
H -7.4866 -1.0911 0.5707
H -6.6458 0.3115 1.2770
H -3.8739 -1.5561 1.7166
H -3.8843 0.1234 1.2910
H -3.1355 -0.9711 0.1653
H -2.9172 -3.9304 -2.0416
H -3.2991 -4.2223 -0.4699
H -2.6341 -2.6799 -0.8836
C 2.1716 3.9965 0.8289
C 0.9474 3.6972 1.7418
N 1.4617 3.4024 3.0777
C 2.1818 4.1961 3.9726
C 2.5264 3.4070 5.0745
N 1.8522 2.2444 4.9707
C 1.1378 2.2526 3.7820
C 1.7202 1.2079 5.9739
H 2.8091 4.8286 1.1275
H 1.7478 4.3180 -0.1225
H 2.7657 3.0844 0.8854
H 0.2595 2.9251 1.3972
H 0.3442 4.6051 1.7321
H 2.4060 5.2367 3.7903
H 3.1597 3.6857 5.9038
H 0.4333 1.4661 3.5551
H 1.2593 1.7300 6.8124
H 2.7157 0.9733 6.3507
H 1.0365 0.4081 5.6893
C -2.1136 0.4402 4.8914
C -1.5464 1.4642 5.9457
O -1.5932 2.6854 5.6074
O -1.2040 1.0377 7.0587
H -1.8917 -0.6012 5.1244
H -1.7427 0.6586 3.8900
H -3.1795 0.5413 4.6872
B -0.3757 0.4796 -0.2076
F 0.9289 0.9091 -0.1644
F -0.8633 0.8411 1.0432
F -1.0176 1.0706 -1.2755
F -0.3959 -0.8524 -0.3662
```

=====

# 8
ORCA calculation (wB97M-V/def2-TZVPD) on C5H6DyO3 as an isolated structure at a distorted geometry.

Total charge   +2
Relative energy (zero: lowest compared OMol25 entry of this formula, charge and spin)   41.3 kJ/mol
Spin multiplicity   7
Expectation value of S²   12.018

XYZ file:
```
15
C5H6DyO3 | OMol25 | wB97M-V/def2-TZVPD
O -0.0234 -0.1953 -4.1362
C -0.9691 -0.4131 -3.5135
O -2.1040 -0.4170 -3.1632
O -1.2184 -1.1224 -0.2915
C 0.0100 -0.8744 0.3020
C 0.1157 0.4703 1.0231
C 1.5464 0.7892 1.3991
C 1.9663 1.0603 2.6156
Dy -3.3893 -0.7125 -1.0934
H 0.7490 -0.8952 -0.5221
H 0.2646 -1.6793 1.0154
H -0.5134 0.4590 1.9251
H -0.2595 1.2603 0.3506
H 2.2797 0.7426 0.5814
H 1.5455 1.5274 3.5075
```

=====

# 9
ORCA calculation (wB97M-V/def2-TZVPD) on CHO3Pb as an isolated structure at a distorted geometry.

Total charge   +1

XYZ file:
```
6
CHO3Pb | OMol25 | wB97M-V/def2-TZVPD
C -1.4271 -0.0316 -0.3640
O -1.4895 -1.1192 0.3503
O -0.1865 -0.1264 -0.5624
Pb 1.8980 0.3577 -0.0328
O -2.3822 0.4855 0.2098
H 3.5873 0.4340 0.3991
```

=====

# 10
ORCA calculation (wB97M-V/def2-TZVPD) on C45H58N7O3P2SeTi as an isolated structure at a distorted geometry.

Total charge   +1
Relative energy (zero: lowest compared OMol25 entry of this formula, charge and spin)   187.0 kJ/mol
Spin multiplicity   3
Expectation value of S²   2.017

XYZ file:
```
117
C45H58N7O3P2SeTi | OMol25 | wB97M-V/def2-TZVPD
Ti 0.0855 -0.6710 -0.4744
C 2.8104 -1.5578 -0.2640
C 1.5888 -1.8514 0.5943
P -1.3830 -1.0183 1.4473
C -0.4750 -1.2533 3.0152
C -0.0700 -2.4994 3.5144
C 0.8841 -2.6080 4.5414
C 1.4416 -1.4537 5.1166
C 0.9246 -0.2052 4.7246
C -0.0056 -0.0952 3.6997
C -2.6828 0.1506 1.8932
C -3.1867 1.1526 1.0467
C -4.2582 1.9754 1.4244
C -4.8991 1.7492 2.6437
C -4.3509 0.7731 3.5199
C -3.2832 0.0037 3.1682
P 2.7668 0.2287 -0.8299
C 3.5671 0.2129 -2.4333
C 4.3914 -0.8282 -2.9482
C 4.9790 -0.6193 -4.1764
C 4.7193 0.5439 -4.9550
C 3.8276 1.5014 -4.5041
C 3.2913 1.3463 -3.2180
C 4.0033 1.0713 0.2197
C 3.9227 0.9101 1.5842
C 4.7318 1.6564 2.4331
C 5.8038 2.4272 1.9832
C 5.8758 2.5476 0.6096
C 5.0018 1.9116 -0.2592
H 2.6974 -2.1342 -1.1967
H 3.7641 -1.8797 0.1859
H 1.7585 -1.5117 1.6101
H 1.5328 -2.9070 0.6309
H -0.5029 -3.3927 3.0497
H 1.1537 -3.5619 4.9713
H 2.1394 -1.5640 5.9219
H 1.2041 0.7325 5.1866
H -0.3780 0.9105 3.3813
H -2.6840 1.4212 0.1013
H -4.5201 2.7654 0.7684
H -5.7629 2.3078 2.8981
H -4.7544 0.5988 4.5084
H -2.8921 -0.7127 3.8951
H 4.5882 -1.7312 -2.4130
H 5.5977 -1.3906 -4.5547
H 5.2487 0.6437 -5.8702
H 3.5765 2.2999 -5.1628
H 2.7028 2.1038 -2.7150
H 3.1078 0.2942 1.9605
H 4.6846 1.4820 3.5107
H 6.4496 2.8964 2.6650
H 6.5803 3.2192 0.0876
H 5.0873 2.1213 -1.3132
C -0.7511 3.2459 2.9763
C 0.5287 3.4073 2.1651
C 0.4329 3.2387 0.5917
C 1.7097 3.7948 -0.1543
C 2.0979 5.2845 0.0931
C -0.7089 4.0175 -0.0018
O -1.1634 5.0382 0.5145
N -0.9814 3.6002 -1.2701
C -0.6514 2.3485 -1.8311
O -0.7973 2.1435 -3.0375
N -0.1925 1.3922 -0.9701
C 0.2598 1.8023 0.1946
O 0.5656 0.8707 1.0148
H -0.4519 3.2577 4.0362
H -1.2964 2.3551 2.7590
H -1.4100 4.0634 2.8442
H 1.2686 2.7003 2.5419
H 0.9127 4.3469 2.3505
H 1.5852 3.6881 -1.2519
H 2.5605 3.1474 0.1090
H 1.2730 5.9540 -0.1534
H 3.0046 5.4812 -0.4617
H 2.3668 5.5172 1.1367
H -1.5750 4.1938 -1.8385
C -1.5501 -5.8671 -0.7866
C -0.3132 -5.0892 -0.3877
C 0.3421 -5.7503 0.8444
C 0.7781 -5.0293 -1.4885
N -0.7152 -3.7933 0.1047
N -0.8366 -2.8094 -0.9561
H -1.2455 -6.9368 -1.0547
H -1.9850 -5.3977 -1.6568
H -2.2470 -5.8646 0.0338
H 0.4353 -6.8017 0.6834
H -0.2602 -5.5136 1.7418
H 1.3523 -5.3668 1.0084
H 1.2816 -6.0134 -1.4834
H 1.4581 -4.2575 -1.2628
H 0.4303 -4.8385 -2.4955
H 0.0026 -3.5100 0.7216
H -1.7797 -2.7325 -1.1887
H -0.3041 -3.1000 -1.7565
C 0.2623 0.2513 -5.0605
C 0.2034 -0.3537 -3.7078
N 0.2251 -0.7458 -2.6467
H -0.6961 0.0969 -5.5655
H 1.0937 -0.2202 -5.6017
H 0.4620 1.3210 -4.9491
C -5.2484 1.4784 -3.0132
N -5.4315 0.6117 -1.8104
C -6.6393 0.4800 -1.0832
C -6.4823 -0.5804 -0.2902
N -5.1732 -1.0931 -0.5252
C -4.7066 -2.3286 0.0100
C -4.5762 -0.4022 -1.4965
Se -2.9458 -0.6744 -2.3663
H -5.9156 2.2977 -2.8677
H -5.5943 0.9539 -3.9133
H -4.2102 1.8667 -3.0715
H -7.4503 1.1736 -1.1347
H -7.2182 -0.9684 0.4213
H -5.0809 -3.2129 -0.5644
H -5.0880 -2.4136 1.0275
H -3.6214 -2.2678 0.0066
```

=====

# 11
ORCA calculation (wB97M-V/def2-TZVPD) on the molecule C6H15N at a distorted geometry.

Relative energy (zero: lowest compared OMol25 entry of this formula, charge and spin)   105.0 kJ/mol
SMILES   CCCNCCC

XYZ file:
```
22
C6H15N | OMol25 | wB97M-V/def2-TZVPD
C -2.4420 1.8729 0.7597
C -2.1048 0.7246 -0.1749
C -0.5934 0.7106 -0.4183
N 0.1258 -0.0035 0.6906
C 1.6280 -0.0389 0.4390
C 1.9970 -0.9391 -0.7457
C 1.4411 -2.3514 -0.6328
H -1.8129 1.7762 1.6556
H -3.4592 1.9948 1.1301
H -2.2650 2.8464 0.2864
H -2.4928 0.7846 -1.2023
H -2.2879 -0.2274 0.3259
H -0.2285 0.2134 -1.3075
H -0.3338 1.7886 -0.5090
H 0.0761 0.6561 1.4663
H 1.9246 0.9986 0.2271
H 1.9830 -0.4546 1.3809
H 3.0886 -1.0035 -0.7808
H 1.6519 -0.5947 -1.7195
H 2.0493 -3.0030 0.0101
H 0.3787 -2.3930 -0.3946
H 1.5116 -2.8842 -1.5924
```

=====

How do the records compare in E? In the order shown, they have -248.7152; -586.5790; -2181.6352; -2427.9649; -722.7652; -629.0262; -2931.0572; -1304.1264; -456.6621; -6292.0042; -292.3290 a.u..